Entry 1:
The following is a quantum chemistry calculation of the ion C3HO2S2 with charge -1 in a non-equilibrium geometry, from OMol25.

Geometry as XYZ:
```
8
Properties=species:S:1:pos:R:3:forces:R:3
S -2.217857 0.832359 0.109156 0.578 0.762 -0.043
S -1.741562 -1.113637 -0.003817 0.042 -0.844 -0.003
O 0.456261 2.480308 -0.108836 0.126 -0.832 0.156
O 0.554103 -2.292805 -0.044404 0.296 -0.040 0.020
C 0.030251 -1.190366 -0.006536 -0.881 -0.104 -0.008
C 0.343486 1.310636 -0.028053 -1.106 1.533 -0.150
C 0.748067 0.051653 0.023304 1.010 -0.641 0.083
H 1.827252 -0.078145 0.059187 -0.064 0.166 -0.055
```
Positions in Å, forces in eV/Å.

Calculated values
total charge	-1
energy relative to the best compared isomer or geometry (same formula, charge and spin)	0.387	eV
molecular weight	133.17	g mol⁻¹
maximum force	0.037	Eh/bohr
orbital gap	6.94	eV
HOMO energy	-0.118	hartree



Entry 2:
The following is a quantum chemistry calculation of a structure of composition C31H37BN11O2W, from OMol25.

Geometry as XYZ:
```
83
Properties=species:S:1:pos:R:3:forces:R:3
W 0.295852 -0.059357 -0.153241 -0.498 0.611 0.138
O -5.310454 -2.893753 -0.877445 -0.032 0.011 0.156
O -1.942205 -4.045504 1.499755 0.152 -0.049 0.020
N 1.008230 5.056734 0.546296 0.137 -0.005 0.010
N -1.840501 -0.269291 0.319342 -0.022 -0.178 0.056
N 1.073232 2.334674 1.316243 -0.056 0.036 -0.005
N 0.383478 2.623100 -1.168179 0.053 -0.157 -0.091
N 0.532391 -1.751546 -0.308585 0.263 -0.918 -0.114
N 2.284631 0.508125 -0.646926 0.277 0.071 -0.191
N 0.526104 1.093547 1.552171 0.315 -0.177 0.199
N -0.312704 1.461333 -1.425016 -0.030 0.184 -0.548
N 1.912357 4.241542 -0.090155 -0.001 0.177 0.126
N 2.672402 1.815566 -0.503770 -0.129 -0.151 -0.051
N -4.211155 -3.995873 0.767286 -0.076 -0.114 -0.096
C 3.989223 1.902103 -0.721996 -0.065 0.136 0.093
C 1.238205 2.941717 2.489134 0.032 0.088 0.053
C 0.216343 -5.094810 -1.774830 0.009 0.047 0.054
C 0.107542 -3.717886 -1.641238 -0.027 -0.205 -0.021
C 3.397836 -1.665662 -1.262153 0.032 -0.038 0.015
C 3.380646 -0.202833 -0.997238 0.077 0.145 0.052
C 0.624075 -3.139636 -0.472069 -0.107 0.556 0.159
C 0.828409 2.097683 3.511482 -0.077 0.012 0.034
C -3.820652 -1.600873 0.369042 0.049 0.066 0.111
C -1.153716 1.704113 -2.461953 0.053 -0.055 0.210
C 1.382567 6.295545 0.290463 -0.102 0.059 0.007
C 1.343478 -5.254664 0.352585 0.034 0.135 0.035
C 0.826211 -5.854209 -0.784271 -0.020 -0.063 -0.048
C -0.563034 -2.902318 -2.704347 0.057 0.094 -0.083
C 4.472794 0.655332 -1.047173 0.031 -0.115 -0.015
C 2.811501 5.000303 -0.782291 0.009 -0.002 -0.024
C -4.581639 -0.469382 0.632881 -0.095 -0.044 0.000
C 1.820072 -3.256179 1.779505 -0.018 0.062 0.011
C -4.528184 -2.892886 0.047323 0.103 0.024 -0.382
C -0.171131 -0.309599 3.467554 0.032 -0.083 0.068
C -2.450715 -1.471363 0.235245 -0.134 0.217 -0.108
C -2.581844 0.815288 0.609292 0.033 -0.011 -0.002
C 0.631451 7.457723 0.853125 0.041 0.033 0.005
C 2.520100 6.312794 -0.550900 0.008 -0.027 -0.085
C -3.304427 -4.049395 1.877527 0.001 0.013 0.191
C -0.982662 3.012243 -2.873419 -0.134 0.098 -0.007
C -0.029801 3.554116 -2.027198 0.034 0.071 0.097
C -2.103927 0.678189 -2.965537 -0.016 -0.093 -0.076
C 1.253545 -3.877842 0.537692 0.001 -0.344 -0.023
C 0.383473 0.945850 2.891406 -0.111 -0.078 -0.157
C -3.948334 0.750072 0.787410 0.091 0.125 -0.004
B 1.549649 2.804235 -0.112342 0.080 -0.108 0.074
H -2.019361 0.576277 -4.047139 -0.015 0.030 0.005
H -3.131161 0.968049 -2.738981 0.010 0.016 -0.015
H -4.653713 -4.840143 0.432161 -0.016 -0.035 0.092
H 0.365414 4.555797 -1.961662 -0.023 -0.009 -0.078
H -1.707857 -4.891525 1.101567 0.015 -0.080 0.015
H -0.605749 -3.454870 -3.640864 -0.014 -0.013 0.013
H 4.370292 -1.935817 -1.667828 -0.003 -0.010 0.020
H -1.922379 -0.299145 -2.524333 0.034 -0.045 0.048
H 0.560716 -0.773222 4.129966 -0.023 0.020 0.025
H -4.501977 1.649911 1.014815 0.003 -0.008 0.001
H 4.524465 2.827027 -0.606514 -0.055 0.101 -0.025
H -1.591713 -2.658560 -2.427513 -0.031 0.036 0.017
H 1.131684 -3.395838 2.615986 0.017 0.002 0.017
H -0.352378 7.545369 0.392636 -0.006 -0.009 0.001
H 3.046584 7.169220 -0.936788 -0.017 0.005 0.028
H 3.243212 -2.236843 -0.346213 0.026 0.025 -0.040
H -0.031288 -1.966006 -2.899851 -0.011 -0.019 0.032
H 1.605910 3.954173 2.519479 0.006 -0.071 0.039
H -3.553088 -4.926620 2.474539 0.017 -0.007 -0.029
H -2.047639 1.753954 0.680794 -0.032 0.044 0.027
H 2.003095 -2.187410 1.670070 -0.015 0.012 -0.007
H 3.576121 4.582768 -1.412195 0.038 -0.118 0.007
H 0.911849 -6.925856 -0.909668 0.004 0.008 -0.002
H -0.168725 -5.575141 -2.664835 0.000 -0.001 -0.004
H 5.488840 0.391555 -1.284318 -0.012 0.012 -0.005
H -0.422563 -1.037645 2.695270 -0.009 0.019 -0.053
H 2.639038 -1.967226 -1.981415 -0.053 0.033 -0.027
H 0.491546 7.341389 1.926824 -0.025 -0.007 -0.006
H 0.835968 2.308005 4.567016 0.011 -0.005 -0.012
H 2.766709 -3.728839 2.039967 -0.041 -0.037 0.048
H 1.840762 -5.856999 1.103062 -0.024 0.004 -0.003
H -3.430050 -3.166358 2.502811 -0.024 -0.008 -0.012
H 1.169662 8.386883 0.678666 0.006 -0.016 -0.013
H -5.658847 -0.552739 0.705752 0.007 0.002 -0.009
H -1.828602 -2.330864 0.032684 -0.024 0.052 0.043
H -1.067609 -0.106484 4.053093 0.015 0.031 0.015
H -1.505885 3.516710 -3.667530 0.009 -0.011 0.006
```
Positions in Å, forces in eV/Å.

Calculated values
total charge	+2
multiplicity	2
energy relative to the best compared isomer or geometry (same formula, charge and spin)	0.111	eV
molecular weight	790.36	g mol⁻¹
maximum force	0.019	Eh/bohr
orbital gap (alpha / beta)	7.21 / 7.26	eV
HOMO energy (alpha / beta)	-0.515 / -0.519	hartree



Entry 3:
The following is a quantum chemistry calculation of a cluster of 2 separate species, CH4N2O in total in a non-equilibrium geometry, from OMol25.

Geometry as XYZ:
```
8
Properties=species:S:1:pos:R:3:forces:R:3
O 1.183474 2.407263 1.413813 -0.668 -0.688 -0.607
N 0.330659 -0.896647 0.068277 0.505 0.236 0.529
N 0.238534 2.153231 0.703537 0.155 0.574 0.228
C -0.516852 -1.035040 -0.843442 -0.400 -0.195 -0.379
H -1.222666 -1.859608 -0.955884 0.068 -0.136 0.117
H 0.350960 -1.633146 0.770463 -0.202 -0.162 -0.161
H -0.570336 -0.261834 -1.601879 -0.067 0.121 -0.170
H 0.206227 1.125782 0.445114 0.609 0.251 0.442
```
Positions in Å, forces in eV/Å.

Calculated values
energy relative to the best compared isomer or geometry (same formula, charge and spin)	4.650	eV
molecular weight	60.06	g mol⁻¹
maximum force	0.022	Eh/bohr
orbital gap	9.03	eV
HOMO energy	-0.322	hartree



Entry 4:
The following is a quantum chemistry calculation of a cluster of 2 separate species, C19H33F3N4O5S in total in a non-equilibrium geometry, from OMol25.

Geometry as XYZ:
```
65
Properties=species:S:1:pos:R:3:forces:R:3
S -0.073972 -3.885078 -3.557277 1.159 1.708 -5.912
F -1.519670 -5.101052 -1.639213 1.395 0.846 -0.585
F 0.666390 -5.336556 -1.421329 -1.223 1.148 -0.830
F -0.301180 -3.431454 -0.904861 0.043 -0.847 -1.286
O 0.497447 -0.369445 4.189478 0.063 0.385 -0.135
O -2.678494 0.304051 -3.476683 0.481 0.361 0.090
O -0.482904 -4.897539 -4.552267 -0.445 1.324 3.090
O 3.185457 2.639797 5.625351 -0.162 -0.195 -0.294
O 1.315387 -3.452958 -3.807759 -2.465 -0.365 2.314
N -1.082468 -2.466980 -3.843345 2.021 -2.862 0.546
N -2.396610 0.995610 -0.788318 0.582 0.110 0.035
N 2.311363 -1.303955 3.367313 1.106 -0.777 -0.747
N 3.520072 1.401413 3.771390 -0.968 -0.781 -1.160
C -0.825714 -1.216684 -3.113224 -0.108 0.274 -0.003
C -4.559905 1.047060 -2.093985 0.114 0.310 0.085
C 1.852164 1.698729 1.944116 -0.456 0.401 0.019
C 3.596526 -1.415521 2.676926 -0.359 0.153 0.365
C 0.439929 1.331552 1.444744 0.534 -0.022 0.148
C -4.100935 0.333320 -3.387283 -0.120 -0.280 0.445
C -2.217538 -0.765554 -2.639431 -0.260 0.283 0.349
C 1.594340 -0.212260 3.668788 -0.996 0.573 0.644
C 2.067384 3.230322 1.862124 0.242 -0.287 -0.303
C 5.418444 2.019713 5.140984 -0.086 0.043 -0.085
C -2.502154 -2.636735 -4.145535 -0.259 -0.071 0.324
C -4.478728 -1.153522 -3.429459 -0.406 -0.191 0.109
C 2.102273 1.220518 3.398409 0.450 -0.025 -0.337
C -2.283263 -0.444282 -1.113044 -0.755 1.106 0.217
C 2.058098 3.805229 0.440031 -0.171 -0.242 0.447
C -3.434932 1.847039 -1.413310 0.031 -0.604 -0.148
C -3.193165 -1.883548 -3.013599 -0.396 -0.386 -0.020
C -0.318986 -4.468748 -1.795881 -0.119 -1.075 2.190
C 3.933728 2.047771 4.862354 0.067 1.080 1.704
H 4.218525 0.962781 3.197315 -0.017 0.047 -0.051
H 3.629945 -0.752207 1.812314 0.067 -0.048 -0.025
H -5.306403 -1.384397 -2.751848 0.054 0.072 -0.152
H 3.730991 -2.440353 2.326427 -0.092 0.159 0.029
H 5.960485 2.418230 4.286736 0.223 -0.078 -0.072
H 4.411343 -1.177432 3.362328 0.162 -0.064 -0.122
H -4.519686 0.857387 -4.253403 0.518 0.023 0.069
H -3.138497 -0.960991 -0.665927 -0.087 -0.368 -0.185
H 1.300718 3.735149 2.451625 -0.024 -0.054 0.168
H -3.875344 2.484141 -0.639288 0.073 -0.119 -0.046
H 5.726638 0.995667 5.339728 0.191 -0.083 -0.059
H -0.389779 -0.464725 -3.780824 -0.156 -0.160 0.010
H 2.574764 1.210422 1.289056 0.201 -0.046 -0.147
H 5.621269 2.633159 6.018385 -0.077 -0.087 -0.143
H 0.293205 0.251897 1.453221 -0.117 -0.047 0.080
H -0.126726 -1.355494 -2.284097 -0.151 -0.093 -0.190
H 1.493302 1.858896 4.041642 0.256 -0.173 0.190
H 3.035192 3.481905 2.294983 0.012 -0.049 0.251
H -1.395798 -0.844738 -0.613923 -0.072 0.170 -0.065
H -2.967287 2.512805 -2.147721 -0.064 -0.111 0.047
H -3.372607 -2.571271 -2.181225 0.111 0.085 -0.027
H 2.371032 4.849122 0.475024 -0.014 -0.022 -0.122
H -4.788365 -1.437411 -4.440289 0.066 -0.074 0.136
H -2.813651 -3.686627 -4.180384 0.332 0.178 -0.113
H -4.970081 0.333580 -1.374293 -0.004 -0.014 -0.040
H 1.856133 -2.165221 3.631499 -0.036 0.147 0.016
H 1.055861 3.760942 0.014428 0.077 0.011 -0.178
H -2.362487 1.147217 0.221305 -0.018 -0.281 -0.591
H -0.311482 1.796703 2.084617 -0.070 -0.059 -0.003
H 0.295713 1.669179 0.419070 -0.019 0.054 0.026
H -5.370751 1.733919 -2.354323 0.017 -0.041 0.103
H -2.725096 -2.180685 -5.116597 0.145 -0.028 0.080
H 2.750539 3.248196 -0.191770 -0.022 0.057 -0.147
```
Positions in Å, forces in eV/Å.

Calculated values
molecular weight	486.56	g mol⁻¹
maximum force	0.122	Eh/bohr
orbital gap	9.00	eV
HOMO energy	-0.321	hartree



no.,E_tot (a.u.)
1,-1061.83852
2,-2047.93054
3,-225.12111
4,-2036.76017